Record 1
ORCA calculation (ωB97M-V/def2-TZVPD) on C4H8Cl3O2P in the gas phase.

Geometry as ORCA input:
```
! RIJCOSX wB97M-V def2-TZVPD def2/J DEFGRID3
* xyz 0 1
Cl -2.02 0.51 2.01
Cl 2.87 -2.18 3.65
Cl -1.87 -0.57 -3.95
O 0.97 0.04 0.92
O -1.05 -0.05 -1.06
P -0.64 0.13 0.52
C 2.63 -1.29 2.09
C -1.46 1.06 -3.21
C 1.20 -0.74 2.11
C -1.72 1.08 -1.67
H 3.33 -0.47 2.01
H 2.77 -2.00 1.25
H -0.43 1.32 -3.35
H -2.08 1.80 -3.70
H 1.05 -0.13 3.00
H 0.50 -1.58 2.11
H -1.28 2.01 -1.28
H -2.76 1.05 -1.46
*
```

Calculated values
gap between HOMO and LUMO	5.9	eV
HOMO	-7.3	eV
SMILES string	ClCCOP(Cl)OCCCl

Record 2
ORCA calculation (ωB97M-V/def2-TZVPD) on C4H8ClF in the gas phase.

Geometry as ORCA input:
```
! RIJCOSX wB97M-V def2-TZVPD def2/J DEFGRID3
* xyz 0 1
C -1.20 0.18 0.78
C -0.03 -0.31 0.04
C 1.30 -0.03 0.79
C -0.04 0.02 -1.44
H -1.15 1.25 0.89
H -1.11 -0.19 1.82
H -2.17 -0.18 0.28
H -0.14 -1.29 0.11
H 1.27 -0.07 1.80
H 2.04 -0.85 0.55
H 1.71 0.86 0.17
H 0.81 -0.41 -1.88
F -1.10 -0.71 -2.03
Cl -0.20 1.75 -1.90
*
```

Calculated values
gap between HOMO and LUMO	12.1	eV
HOMO	-11.2	eV
SMILES string	CC(C)[C@@H](F)Cl

Record 3
ORCA calculation (ωB97M-V/def2-TZVPD) on 4 unconnected molecules or ions with the total composition C4H8ClFNO2.

Geometry as ORCA input:
```
! RIJCOSX wB97M-V def2-TZVPD def2/J DEFGRID3
* xyz -1 1
C 0.63 -0.12 -0.66
H -1.61 -0.42 -0.99
Cl 2.65 1.05 -0.05
C -0.52 0.41 0.11
H 0.84 0.36 -1.62
C 1.11 -1.52 -0.35
H 1.41 -1.64 0.70
H 0.28 -2.25 -0.43
H 1.91 -1.81 -1.04
N -0.91 1.75 -0.26
O -1.84 2.27 0.36
O -0.58 2.18 -1.36
C -0.57 0.18 1.60
H -0.31 -0.85 1.84
H 0.13 0.84 2.15
H -1.59 0.35 1.99
F -1.02 -0.78 -2.01
*
```

Calculated values
gap between HOMO and LUMO	8.4	eV
HOMO	-4.8	eV

Record 4
ORCA calculation (ωB97M-V/def2-TZVPD) on C4H8ClN in the gas phase.

Geometry as ORCA input:
```
! RIJCOSX wB97M-V def2-TZVPD def2/J DEFGRID3
* xyz 0 1
C 2.05 -0.04 -0.09
C 0.59 -0.21 -0.46
C -0.56 0.03 0.46
C -1.88 0.77 -0.02
H 2.16 1.03 -0.05
H 2.69 -0.47 -0.86
H 2.26 -0.48 0.89
H 0.31 0.06 -1.56
H 0.00 -1.88 0.69
H -0.28 0.21 1.54
H -2.19 1.54 0.67
H -1.69 1.15 -1.03
N -0.28 -1.26 -0.03
Cl -3.19 -0.44 -0.14
*
```

Calculated values
gap between HOMO and LUMO	10.4	eV
HOMO	-9.3	eV
SMILES string	C[C@H]1N[C@@H]1CCl

Record 5
ORCA calculation (ωB97M-V/def2-TZVPD) on C4H8ClN in the gas phase.

Geometry as ORCA input:
```
! RIJCOSX wB97M-V def2-TZVPD def2/J DEFGRID3
* xyz 0 1
C 0.09 0.97 -1.35
C 0.68 -0.01 -0.26
C 0.31 0.08 1.23
C -0.70 -1.06 0.93
H 0.55 0.85 -2.33
H -1.00 0.85 -1.33
H 1.79 -0.11 -0.42
H -0.16 1.01 1.55
H 1.14 -0.18 1.90
H -0.79 -1.84 1.72
H -1.66 -0.57 0.69
H -0.67 -1.35 -1.11
N 0.00 -1.31 -0.34
Cl 0.42 2.66 -0.88
*
```

Calculated values
gap between HOMO and LUMO	10.1	eV
HOMO	-9.1	eV
SMILES string	ClC[C@H]1CCN1

Record 6
ORCA calculation (ωB97M-V/def2-TZVPD) on a molecular structure, C4H8ClN.

Geometry as ORCA input:
```
! RIJCOSX wB97M-V def2-TZVPD def2/J DEFGRID3
* xyz 0 1
C -0.58 -0.55 -0.36
C -0.75 0.96 0.02
C 0.46 0.13 0.49
C 1.77 0.53 -0.28
H -1.75 -1.05 1.12
H -1.84 -2.55 -0.08
H -0.45 -0.69 -1.38
H -1.48 1.06 0.74
H -0.44 2.08 -0.49
H 0.39 0.15 1.62
H 1.34 0.32 -1.35
H 2.14 1.67 -0.04
N -1.87 -1.27 -0.06
Cl 3.07 -0.76 0.06
*
```

Calculated values
gap between HOMO and LUMO	10.4	eV
HOMO	-9.5	eV

Record 7
ORCA calculation (ωB97M-V/def2-TZVPD) on a molecular structure, C4H8ClN.

Geometry as ORCA input:
```
! RIJCOSX wB97M-V def2-TZVPD def2/J DEFGRID3
* xyz 0 1
C 0.57 -1.64 0.67
C 0.38 -0.19 -0.14
C 0.45 1.13 0.53
C -0.79 0.70 0.01
H 0.53 -2.68 -0.06
H -0.15 -1.74 1.61
H 1.55 -1.58 1.13
H 0.47 1.07 1.70
H 1.48 1.90 0.27
H -1.52 0.36 0.62
H -1.13 -0.14 -2.06
H -1.28 2.29 -1.42
N -1.63 1.05 -1.30
Cl 1.09 -0.53 -1.56
*
```

Calculated values
gap between HOMO and LUMO	9.6	eV
HOMO	-9.2	eV

Record 8
ORCA calculation (ωB97M-V/def2-TZVPD) on a gas-phase ion, C4H8ClN2S (charge +1).

Geometry as ORCA input:
```
! RIJCOSX wB97M-V def2-TZVPD def2/J DEFGRID3
* xyz 1 1
C 0.60 -2.09 0.14
C -0.02 -2.69 -1.06
C 0.43 0.10 -0.57
C -0.40 1.23 -0.07
N 0.75 -0.83 0.34
N 0.51 2.15 0.66
S -0.78 -1.39 -2.09
Cl 1.79 0.78 -1.50
H 0.99 -2.71 1.01
H 0.78 -3.05 -1.73
H -0.91 -3.28 -0.92
H -1.37 0.89 0.38
H -0.76 1.69 -1.02
H 1.41 2.10 -0.04
H 0.95 1.52 1.38
H 0.07 3.11 0.93
*
```

Calculated values
gap between HOMO and LUMO	8.0	eV
HOMO	-12.4	eV
SMILES string	[NH3+]CC(Cl)=[N+]=CC[S-]

Record 9
ORCA calculation (ωB97M-V/def2-TZVPD) on 2 unconnected molecules or ions with the total composition C4H8ClP.

Geometry as ORCA input:
```
! RIJCOSX wB97M-V def2-TZVPD def2/J DEFGRID3
* xyz 0 3
C -0.76 -1.94 0.16
C -1.35 -0.49 0.18
C 0.06 -0.76 -0.25
C 1.78 1.62 -0.36
P 2.16 0.31 0.87
Cl 3.54 -0.87 -0.17
H -0.69 -2.37 1.17
H -1.24 -2.75 -0.47
H -2.15 -0.28 -0.50
H -1.46 -0.09 1.14
H 0.60 -0.67 -1.27
H 1.31 1.22 -1.29
H 2.50 2.25 -0.80
H 0.99 2.45 0.06
*
```

Calculated values
gap between HOMO and LUMO (spin up / spin down)	7.5 / 8.1	eV
HOMO (spin up / spin down)	-6.5 / -10.0	eV
<S²>	2.0060

Record 10
ORCA calculation (ωB97M-V/def2-TZVPD) on a molecular structure, C4H8CsO2S.

Geometry as ORCA input:
```
! RIJCOSX wB97M-V def2-TZVPD def2/J DEFGRID3
* xyz 1 1
Cs -0.25 4.80 0.45
C 0.84 -0.82 0.85
C 0.73 -1.30 -0.61
C -0.18 -0.34 -1.44
S -0.90 0.82 -0.26
O -2.36 0.81 -0.32
O -0.16 2.07 -0.34
C -0.39 -0.03 1.27
H 1.73 -0.19 0.91
H 1.04 -1.63 1.56
H 0.26 -2.28 -0.69
H 1.74 -1.34 -1.00
H -1.02 -0.92 -1.82
H 0.36 0.22 -2.19
H -1.30 -0.55 1.58
H -0.14 0.67 2.06
*
```

Calculated values
gap between HOMO and LUMO	10.3	eV
HOMO	-13.7	eV

| no. | F_max (eV/A) |
| --- | --- |
| 1 | 3.6 |
| 2 | 6.4 |
| 3 | 3.9 |
| 4 | 2.5 |
| 5 | 2.0 |
| 6 | 6.4 |
| 7 | 7.6 |
| 8 | 3.4 |
| 9 | 3.8 |
| 10 | 1.4 |